[1]
{"formula": "C25H39N3O5S3", "method": "ωB97M-V with the def2-TZVPD basis set", "molar_mass_g_mol": 557.8, "charge": 0, "e_homo_ev": -8.27, "gap_ev": 7.91, "elements": ["C", "O", "C", "C", "C", "C", "C", "C", "C", "C", "C", "O", "C", "C", "C", "O", "C", "C", "C", "C", "S", "C", "S", "N", "C", "C", "O", "C", "C", "C", "O", "C", "N", "S", "N", "C", "H", "H", "H", "H", "H", "H", "H", "H", "H", "H", "H", "H", "H", "H", "H", "H", "H", "H", "H", "H", "H", "H", "H", "H", "H", "H", "H", "H", "H", "H", "H", "H", "H", "H", "H", "H", "H", "H", "H"], "positions_angstrom": [[-1.836, -6.903, 2.237], [-0.793, -6.351, 1.473], [-1.222, -5.430, 0.471], [-0.241, -4.270, 0.407], [-0.144, -3.608, -0.979], [1.292, -3.300, -1.451], [1.605, -1.796, -1.446], [2.737, -1.371, -2.398], [3.794, -0.470, -1.720], [3.358, 0.957, -1.803], [2.624, 1.559, -0.843], [2.363, 0.872, 0.324], [3.369, 1.095, 1.316], [2.998, 0.406, 2.627], [1.646, -0.283, 2.609], [3.018, 1.438, 3.621], [2.059, 2.886, -0.957], [1.128, 3.399, 0.115], [-0.340, 3.044, -0.241], [-0.724, 1.658, 0.255], [-2.215, 0.988, -0.572], [-3.267, 0.533, 0.823], [-3.226, -1.020, 1.317], [-4.112, 1.450, 1.421], [-5.564, 1.190, 1.257], [-6.041, 1.778, -0.058], [-5.879, 3.187, 0.006], [-4.497, 3.495, -0.002], [-3.838, 2.881, 1.230], [2.324, 3.635, -2.058], [1.843, 4.899, -2.247], [3.152, 3.082, -3.071], [3.531, 3.681, -4.203], [4.420, 2.618, -4.999], [4.379, 1.373, -3.996], [3.643, 1.750, -2.944], [-1.469, -7.816, 2.700], [-2.151, -6.226, 3.038], [-2.714, -7.141, 1.630], [-2.228, -5.084, 0.722], [-1.268, -5.960, -0.485], [0.729, -4.662, 0.717], [-0.538, -3.539, 1.160], [-0.630, -4.266, -1.701], [-0.732, -2.689, -0.959], [1.990, -3.809, -0.786], [1.421, -3.681, -2.464], [0.680, -1.266, -1.676], [1.864, -1.514, -0.423], [3.204, -2.250, -2.841], [2.286, -0.798, -3.209], [3.859, -0.771, -0.674], [4.769, -0.607, -2.183], [3.487, 2.167, 1.490], [4.333, 0.733, 0.950], [3.753, -0.341, 2.884], [0.836, 0.425, 2.464], [1.492, -0.771, 3.574], [1.589, -1.064, 1.852], [2.739, 1.052, 4.457], [1.214, 4.485, 0.132], [1.402, 2.986, 1.080], [-0.456, 3.087, -1.325], [-1.017, 3.778, 0.199], [-0.918, 1.670, 1.327], [0.066, 0.936, 0.088], [-6.088, 1.698, 2.065], [-5.721, 0.118, 1.316], [-7.102, 1.585, -0.202], [-5.461, 1.364, -0.888], [-4.392, 4.579, 0.042], [-4.036, 3.154, -0.930], [-2.770, 3.076, 1.279], [-4.273, 3.390, 2.093], [0.905, 4.922, -2.032]], "lowdin_charge": [-0.126, -0.195, -0.232, -0.171, -0.187, -0.191, -0.196, -0.160, -0.118, -0.110, -0.174, -0.115, -0.112, -0.380, -0.026, -0.040, -0.074, -0.100, -0.229, -0.456, 0.858, -1.096, 0.664, -0.177, -0.140, -0.179, -0.128, -0.203, -0.152, -0.217, 0.076, -0.280, -0.216, 1.012, -0.221, -0.299, 0.083, 0.086, 0.084, 0.118, 0.120, 0.107, 0.104, 0.101, 0.095, 0.106, 0.104, 0.105, 0.090, 0.108, 0.112, 0.105, 0.115, 0.134, 0.132, 0.140, 0.073, 0.087, 0.077, 0.089, 0.119, 0.114, 0.108, 0.100, 0.082, 0.055, 0.131, 0.093, 0.130, 0.127, 0.128, 0.096, 0.092, 0.132, 0.104]}

=====

[2]
{"formula": "C3H8N2O2", "method": "ωB97M-V with the def2-TZVPD basis set", "molar_mass_g_mol": 104.1, "charge": 0, "e_homo_ev": -8.78, "de_lowest_kj_mol": 67.9, "gap_ev": 9.71, "elements": ["N", "C", "O", "O", "H", "H", "C", "C", "N", "H", "H", "H", "H", "H", "H"], "positions_angstrom": [[-1.200, -2.417, 1.620], [-0.570, -1.563, 0.754], [-0.909, -1.308, -0.394], [0.506, -0.922, 1.364], [-0.893, -2.462, 2.588], [-2.147, -2.711, 1.373], [0.260, 1.134, -1.268], [-0.263, 2.348, -0.893], [1.461, 0.608, -0.707], [-0.309, 0.441, -1.888], [-1.174, 2.737, -1.349], [0.221, 2.933, -0.106], [2.038, 1.386, -0.308], [0.953, -0.401, 0.645], [2.027, 0.197, -1.429]], "lowdin_charge": [0.154, -0.614, 0.035, 0.031, 0.108, 0.117, -0.264, -0.005, -0.001, 0.095, 0.042, 0.046, 0.120, 0.044, 0.092]}

=====

[3]
{"formula": "C5H11NO2", "method": "ωB97M-V with the def2-TZVPD basis set", "molar_mass_g_mol": 117.1, "charge": 0, "e_homo_ev": -9.50, "de_lowest_kj_mol": 68.2, "gap_ev": 10.19, "elements": ["C", "C", "C", "O", "C", "N", "C", "O", "H", "H", "H", "H", "H", "H", "H", "H", "H", "H", "H"], "positions_angstrom": [[0.635, -0.904, 0.077], [0.925, 0.477, -0.528], [1.905, 1.260, 0.312], [1.488, 0.293, -1.818], [-0.658, -1.514, -0.400], [-1.817, -0.864, -0.064], [-2.059, 0.183, 0.918], [-0.710, -2.528, -1.072], [1.485, -1.543, -0.118], [0.542, -0.833, 1.170], [0.002, 1.055, -0.543], [2.930, 0.918, 0.207], [1.896, 2.299, -0.006], [1.633, 1.216, 1.367], [0.818, 0.412, -2.506], [-2.616, -1.222, -0.565], [-1.134, 0.688, 1.184], [-2.447, -0.244, 1.847], [-2.817, 0.851, 0.539]], "lowdin_charge": [-0.072, -0.451, -0.049, -0.020, -0.500, 0.013, -0.074, 0.053, 0.130, 0.122, 0.125, 0.087, 0.080, 0.080, 0.104, 0.137, 0.069, 0.083, 0.082]}

=====

[4]
{"formula": "C6H11ClN", "method": "ωB97M-V with the def2-TZVPD basis set", "molar_mass_g_mol": 132.6, "charge": 1, "e_homo_ev": -13.62, "de_lowest_kj_mol": 118.8, "gap_ev": 8.83, "elements": ["C", "C", "C", "C", "C", "C", "N", "Cl", "H", "H", "H", "H", "H", "H", "H", "H", "H", "H", "H"], "positions_angstrom": [[-1.530, 1.609, 0.518], [0.728, -0.668, -1.122], [-0.011, 0.764, -1.096], [-0.192, -1.827, -0.713], [0.134, -2.626, 0.260], [0.696, 1.137, 1.282], [-0.394, 1.081, 0.312], [-1.806, 2.364, 1.900], [1.030, -0.825, -2.173], [1.559, -0.644, -0.540], [0.793, 1.532, -1.458], [-0.901, 0.702, -1.638], [-1.112, -2.039, -1.325], [0.892, -2.245, 0.789], [-0.555, -3.397, 0.579], [-2.259, 1.447, -0.180], [0.256, 1.053, 2.244], [1.150, 2.107, 1.236], [1.520, 0.474, 1.126]], "lowdin_charge": [-0.526, -0.147, -0.063, -0.178, 0.029, -0.006, -0.153, 0.971, 0.130, 0.052, 0.180, 0.099, 0.124, 0.022, 0.084, 0.100, 0.068, 0.115, 0.099]}

=====

[5]
{"formula": "C32H36Cl12N6O5V", "method": "ωB97M-V with the def2-TZVPD basis set", "molar_mass_g_mol": 1061.1, "charge": 1, "e_homo_ev": [-11.23, -11.23], "gap_ev": [6.01, 4.12], "spin_multiplicity": 3, "elements": ["O", "V", "C", "C", "C", "O", "H", "H", "H", "H", "H", "H", "H", "N", "O", "O", "O", "N", "C", "C", "C", "C", "C", "H", "H", "H", "H", "H", "N", "C", "C", "C", "C", "C", "H", "H", "H", "H", "H", "N", "C", "C", "C", "C", "C", "H", "H", "H", "H", "H", "N", "C", "C", "C", "C", "C", "H", "H", "H", "H", "H", "N", "C", "C", "C", "C", "C", "H", "H", "H", "H", "H", "C", "Cl", "Cl", "Cl", "H", "C", "Cl", "Cl", "Cl", "H", "C", "Cl", "Cl", "Cl", "H", "C", "Cl", "Cl", "Cl", "H"], "positions_angstrom": [[-2.246, -2.510, -1.811], [-1.881, -2.293, -0.288], [-0.609, 1.235, 1.118], [0.331, 0.232, 0.447], [1.141, -0.419, 1.581], [-0.355, -0.655, -0.397], [-1.239, 0.929, 1.953], [-1.232, 1.597, 0.300], [-0.097, 2.128, 1.476], [0.957, 0.870, -0.176], [1.809, 0.197, 2.183], [1.906, -1.034, 1.107], [0.600, -1.083, 2.254], [-1.808, -2.055, 3.102], [-1.893, -2.255, 1.922], [-2.543, -1.181, 3.642], [-1.042, -2.753, 3.791], [-0.835, 6.588, 1.166], [-0.870, 5.268, 1.468], [-1.987, 4.427, 1.248], [-3.019, 4.913, 0.497], [-2.965, 6.222, 0.017], [-1.878, 7.055, 0.421], [0.056, 4.783, 1.739], [-1.961, 3.376, 1.494], [-3.864, 4.263, 0.324], [-3.777, 6.590, -0.591], [-1.874, 8.098, 0.141], [4.773, 0.941, -4.029], [3.773, 0.321, -3.292], [3.520, 0.664, -1.955], [4.353, 1.589, -1.325], [5.397, 2.192, -2.047], [5.589, 1.855, -3.348], [3.186, -0.427, -3.805], [2.903, 0.064, -1.303], [4.180, 1.817, -0.283], [6.126, 2.855, -1.605], [6.315, 2.376, -3.955], [0.669, -2.496, -3.290], [0.325, -1.299, -3.851], [0.635, -0.937, -5.152], [1.280, -1.880, -5.930], [1.719, -3.032, -5.381], [1.431, -3.313, -4.048], [-0.337, -0.630, -3.321], [0.244, -0.036, -5.602], [1.446, -1.626, -6.967], [2.346, -3.656, -6.001], [1.697, -4.252, -3.585], [-3.746, -0.927, -0.058], [-4.783, -1.045, 0.812], [-5.817, -0.109, 1.024], [-5.824, 1.000, 0.232], [-4.824, 1.200, -0.732], [-3.806, 0.274, -0.737], [-4.832, -1.932, 1.427], [-6.529, -0.252, 1.824], [-6.619, 1.720, 0.359], [-4.755, 2.063, -1.377], [-3.008, 0.479, -1.435], [-0.358, -4.033, -0.293], [0.487, -3.972, 0.784], [1.379, -4.940, 1.158], [1.373, -6.133, 0.480], [0.603, -6.300, -0.675], [-0.196, -5.191, -1.019], [0.561, -3.041, 1.326], [1.913, -4.809, 2.087], [1.867, -7.000, 0.894], [0.543, -7.250, -1.185], [-0.803, -5.178, -1.912], [5.365, -2.435, 2.876], [4.477, -1.762, 1.522], [7.118, -2.672, 2.476], [4.607, -3.955, 3.478], [5.279, -1.688, 3.665], [0.997, -0.207, 5.475], [1.313, -0.022, 7.222], [2.482, -0.865, 4.672], [0.624, 1.356, 4.655], [0.132, -0.868, 5.424], [0.931, 3.014, -2.704], [0.027, 4.082, -1.591], [2.359, 3.795, -3.285], [0.010, 2.374, -4.024], [1.257, 2.170, -2.096], [-4.015, 1.769, 3.781], [-2.704, 2.564, 4.659], [-4.765, 2.984, 2.699], [-5.156, 1.078, 4.936], [-3.559, 1.037, 3.115]], "mulliken_spin": [-0.259, 1.258, 0.014, -0.090, 0.171, 0.832, 0.002, -0.010, 0.009, 0.081, -0.004, -0.004, -0.003, 0.002, -0.003, 0.001, 0.001, 0.000, 0.001, -0.001, 0.000, 0.000, 0.000, 0.000, 0.000, 0.000, 0.000, 0.000, 0.000, -0.001, 0.002, 0.000, 0.000, 0.000, 0.000, -0.002, 0.000, 0.000, 0.000, 0.002, 0.002, 0.000, 0.000, 0.000, 0.000, 0.002, 0.000, 0.000, 0.000, 0.000, -0.010, 0.005, -0.001, 0.002, 0.000, 0.010, -0.001, 0.000, 0.000, 0.000, 0.001, -0.023, 0.031, 0.000, 0.005, -0.002, 0.008, -0.031, 0.000, 0.000, 0.000, 0.000, 0.000, 0.000, 0.000, 0.000, 0.000, 0.000, 0.000, 0.001, 0.000, 0.000, 0.000, 0.000, 0.000, 0.000, 0.002, 0.000, 0.000, 0.000, 0.000, 0.000]}

=====

[6]
{"formula": "C16H33ClN3O2", "method": "ωB97M-V with the def2-TZVPD basis set", "molar_mass_g_mol": 334.9, "charge": 1, "e_homo_ev": -11.37, "gap_ev": 6.81, "elements": ["C", "C", "C", "C", "C", "C", "C", "C", "N", "Cl", "H", "H", "H", "H", "H", "H", "H", "H", "H", "H", "H", "C", "C", "C", "O", "C", "N", "H", "H", "H", "H", "H", "H", "H", "H", "H", "H", "H", "C", "C", "C", "O", "C", "N", "H", "H", "H", "H", "H", "H", "H", "H", "H", "H", "H"], "positions_angstrom": [[0.627, -2.850, 2.549], [0.276, -1.393, 2.428], [-1.064, -1.014, 2.437], [-1.451, 0.307, 2.258], [-0.497, 1.290, 2.065], [0.842, 0.935, 2.064], [1.230, -0.393, 2.239], [2.669, -0.828, 2.163], [3.629, 0.286, 1.853], [3.937, 1.374, 3.174], [-0.102, -3.360, 3.177], [1.619, -3.034, 2.964], [0.576, -3.327, 1.565], [-1.812, -1.791, 2.550], [-2.503, 0.563, 2.258], [-0.786, 2.320, 1.907], [1.571, 1.724, 1.921], [3.033, -1.279, 3.089], [2.819, -1.550, 1.352], [4.543, -0.111, 1.630], [3.307, 0.836, 1.048], [-1.722, -1.588, -0.968], [-1.815, -3.108, -1.023], [-2.826, -3.645, -2.042], [-4.173, -3.505, -1.648], [-4.781, -2.265, -1.956], [-2.060, -3.614, 0.334], [-2.577, -1.152, -0.450], [-0.830, -1.297, -0.412], [-1.663, -1.146, -1.964], [-0.838, -3.490, -1.336], [-2.663, -4.720, -2.152], [-2.668, -3.183, -3.025], [-4.419, -1.876, -2.913], [-4.608, -1.515, -1.180], [-5.853, -2.440, -2.033], [-1.997, -4.628, 0.333], [-3.031, -3.418, 0.564], [2.635, 4.375, -2.240], [2.614, 3.352, -1.112], [1.564, 2.246, -1.284], [0.247, 2.631, -0.984], [-0.475, 3.236, -2.047], [2.486, 4.055, 0.169], [1.797, 5.068, -2.160], [3.548, 4.965, -2.191], [2.589, 3.891, -3.216], [3.588, 2.844, -1.111], [1.788, 1.442, -0.566], [1.620, 1.806, -2.289], [-0.212, 2.783, -3.006], [-0.299, 4.312, -2.099], [-1.532, 3.066, -1.854], [2.563, 3.389, 0.931], [1.540, 4.421, 0.239]], "lowdin_charge": [-0.031, -0.227, -0.038, -0.054, -0.056, -0.072, -0.189, -0.136, -0.310, 0.811, 0.092, 0.072, 0.085, 0.114, 0.116, 0.115, 0.055, 0.134, 0.151, 0.145, 0.115, -0.061, -0.425, -0.208, -0.183, -0.100, 0.048, 0.066, 0.061, 0.083, 0.134, 0.125, 0.122, 0.091, 0.074, 0.091, 0.081, 0.078, -0.056, -0.437, -0.221, -0.196, -0.081, 0.055, 0.073, 0.082, 0.084, 0.130, 0.092, 0.126, 0.094, 0.081, 0.092, 0.030, 0.081]}

=====

Question: charge of number 2 (C3H8N2O2)?
Answer: 0